Molecular formula: C42H47As2Cl5CsN2O5S5
Method: DFT, ωB97M-V/def2-TZVPD

Output
* charge: -1
* relative energy (zero: lowest compared OMol25 entry of this formula, charge and spin): 13.67 kcal/mol
* HOMO: -4.71 eV

Last column: Löwdin charge in e.
CARTESIAN COORDINATES (ANGSTROEM)
Cs 0.143 -0.018 -0.887  0.84
C -1.413 1.955 4.427  -0.55
C -0.125 1.692 5.212  -0.52
S 0.784 0.233 4.646  0.85
C 2.472 0.856 4.456  -0.53
C 2.662 2.071 3.557  -0.53
S 1.987 1.839 1.896  0.82
C 1.071 3.369 1.641  -0.54
C -0.161 3.590 2.522  -0.51
S -1.292 2.170 2.632  0.83
H -1.914 2.821 4.868  0.07
H -2.091 1.106 4.540  0.04
H -0.383 1.563 6.265  0.07
H 0.540 2.553 5.158  0.05
H 3.002 0.000 4.033  0.06
H 2.911 1.059 5.435  0.08
H 3.733 2.274 3.488  0.07
H 2.200 2.960 3.986  0.06
H 0.756 3.312 0.600  0.03
H 1.742 4.225 1.739  0.08
H -0.712 4.437 2.110  0.07
H 0.132 3.859 3.537  0.06
Cl 2.491 1.397 -7.697  0.62
C 1.436 1.358 -6.326  -0.72
C 1.849 1.875 -5.097  -0.70
Cl 3.439 2.533 -4.946  0.68
C 1.002 1.850 -4.001  -0.61
Cl 1.534 2.494 -2.485  0.67
C -0.298 1.263 -4.037  -0.58
O -1.050 1.178 -3.025  -0.37
C -0.683 0.777 -5.325  -0.60
Cl -2.266 0.085 -5.433  0.68
C 0.156 0.817 -6.424  -0.70
Cl -0.387 0.189 -7.941  0.65
O 2.938 -3.057 -3.559  -0.32
S 2.661 -1.917 -2.714  0.52
O 1.534 -1.082 -3.091  -0.48
N 2.460 -2.222 -1.189  -0.18
C 3.345 -2.918 -0.425  -0.28
C 4.480 -3.593 -0.859  -0.03
C 5.331 -4.255 0.043  -0.09
C 5.087 -4.278 1.388  -0.08
C 3.943 -3.611 1.886  -0.17
C 3.617 -3.579 3.259  -0.03
C 2.506 -2.908 3.683  -0.08
C 1.708 -2.259 2.721  -0.20
N 1.970 -2.268 1.438  0.13
C 3.070 -2.932 0.997  -0.15
C 4.095 -0.855 -2.832  -0.26
C 4.312 0.122 -1.869  -0.07
C 5.396 0.976 -1.995  -0.09
C 6.256 0.855 -3.080  -0.11
C 6.034 -0.122 -4.038  -0.09
C 4.951 -0.983 -3.915  -0.06
H 4.698 -3.627 -1.917  0.09
H 6.203 -4.764 -0.352  0.10
H 5.748 -4.792 2.076  0.10
H 4.266 -4.090 3.963  0.11
H 2.234 -2.861 4.731  0.10
H 0.829 -1.695 3.028  0.02
H 3.642 0.205 -1.021  0.10
H 5.566 1.741 -1.248  0.10
H 7.100 1.528 -3.179  0.10
H 6.701 -0.214 -4.887  0.10
H 4.758 -1.757 -4.646  0.11
C -3.605 -2.757 -2.051  -0.30
As -3.337 -1.208 -0.875  1.10
C -4.493 0.021 -1.871  -0.32
C -4.573 -1.743 0.555  -0.43
C -5.936 -1.881 0.295  -0.12
C -6.829 -2.233 1.293  -0.10
C -6.360 -2.456 2.581  -0.10
C -5.006 -2.331 2.850  -0.12
C -4.095 -1.977 1.853  -0.42
As -2.160 -1.858 2.233  1.13
C -2.237 -1.785 4.197  -0.34
C -1.835 -3.794 2.121  -0.31
H -4.665 -2.918 -2.250  0.02
H -3.184 -3.654 -1.599  0.01
H -3.082 -2.556 -2.987  0.03
H -5.373 -0.481 -2.273  0.02
H -3.886 0.416 -2.688  0.00
H -4.798 0.844 -1.227  0.01
H -6.311 -1.708 -0.707  0.09
H -7.884 -2.332 1.069  0.10
H -7.046 -2.727 3.374  0.10
H -4.659 -2.515 3.858  0.08
H -2.702 -2.668 4.634  0.02
H -2.779 -0.891 4.513  0.01
H -1.213 -1.707 4.561  -0.02
H -2.458 -4.326 2.841  0.02
H -0.781 -3.994 2.316  0.01
H -2.077 -4.141 1.119  0.00
O -0.373 -4.391 -1.276  0.07
C -0.329 -3.360 -0.826  -0.05
O -1.229 2.991 -0.221  -0.63
S -2.430 2.953 -1.121  0.92
C -2.021 3.957 -2.599  -0.29
C -2.567 5.376 -2.424  -0.22
C -2.822 5.583 -0.932  -0.25
C -3.492 4.293 -0.489  -0.32
H -2.394 3.436 -3.478  0.09
H -0.932 3.912 -2.617  0.07
H -3.511 5.480 -2.965  0.11
H -1.876 6.115 -2.833  0.11
H -3.439 6.460 -0.732  0.11
H -1.879 5.698 -0.393  0.11
H -4.481 4.178 -0.942  0.09
H -3.564 4.148 0.590  0.09

---

Molecular formula: C42H47I2N11O3V
Method: DFT, ωB97M-V/def2-TZVPD

Output
* spin multiplicity: 3
* charge: +3
* HOMO (spin up / spin down): -14.53 / -14.53 eV

Last column: Löwdin charge in e.
CARTESIAN COORDINATES (ANGSTROEM)
V -0.125 -0.122 -0.086  1.10
C -2.010 3.786 -5.566  0.02
C -1.515 2.813 -4.572  -0.14
C -1.043 1.472 -5.016  -0.14
C -1.492 0.402 -4.039  -0.10
C -2.197 -0.663 -4.436  -0.05
N -2.484 -1.881 -3.835  0.01
C -1.483 -2.720 -3.182  -0.18
C -0.244 -2.998 -4.048  -0.14
C 0.816 -3.837 -3.349  -0.13
N 1.398 -3.120 -2.203  0.11
C 2.552 -3.334 -1.673  0.00
C 2.981 -2.785 -0.407  -0.11
C 4.056 -3.393 0.251  0.06
C 4.401 -3.069 1.561  -0.22
C 5.554 -3.740 2.247  -0.02
C 3.616 -2.134 2.225  0.06
C 2.534 -1.493 1.608  -0.10
C 1.689 -0.591 2.363  -0.02
N 0.617 -0.047 1.923  -0.05
C -0.129 0.854 2.818  -0.16
C -0.009 2.322 2.370  -0.12
C 0.640 2.503 1.011  -0.20
N -0.051 1.792 -0.087  -0.06
C -0.551 2.556 -1.053  -0.04
C -0.938 2.141 -2.336  -0.07
C -1.414 3.111 -3.229  0.07
C -0.671 0.728 -2.817  -0.37
O -0.819 -0.155 -1.753  -0.20
C 2.257 -1.792 0.277  -0.23
O 1.304 -1.132 -0.385  -0.17
H -2.970 3.427 -5.956  0.12
H -1.343 3.830 -6.430  0.11
H -2.155 4.781 -5.153  0.10
H -1.350 1.279 -6.043  0.16
H -2.652 -0.566 -5.419  0.14
H -3.097 -2.430 -4.418  0.13
H -1.975 -3.665 -2.945  0.13
H -1.214 -2.270 -2.230  0.08
H 0.197 -2.061 -4.395  0.10
H -0.549 -3.540 -4.946  0.14
H 1.632 -4.112 -4.017  0.14
H 0.388 -4.760 -2.947  0.10
H 0.771 -2.518 -1.684  0.11
H 3.208 -4.030 -2.184  0.14
H 4.624 -4.156 -0.269  0.14
H 6.236 -4.186 1.526  0.09
H 5.201 -4.533 2.908  0.10
H 6.118 -3.030 2.850  0.10
H 3.849 -1.887 3.255  0.14
H 1.992 -0.400 3.395  0.15
H 0.232 0.725 3.840  0.13
H -1.168 0.528 2.793  0.11
H 0.605 2.872 3.084  0.13
H -0.995 2.788 2.384  0.13
H 1.668 2.135 1.012  0.10
H 0.698 3.559 0.747  0.12
H -0.612 3.621 -0.838  0.16
H -1.646 4.110 -2.880  0.15
I 3.576 3.347 -1.527  0.96
C 2.297 2.410 -2.899  -0.78
C 2.144 3.100 -4.191  -0.10
C 1.314 2.602 -5.103  -0.01
C 0.539 1.348 -4.863  -0.13
C 0.763 0.744 -3.452  -0.17
N 1.711 1.350 -2.542  0.05
H 2.725 3.994 -4.365  0.10
H 1.207 3.095 -6.062  0.13
H 0.836 0.617 -5.619  0.16
H 1.046 -0.306 -3.538  0.14
C -3.602 0.539 -0.636  0.04
C -3.157 -0.519 0.302  -0.27
N -1.899 -0.759 0.695  0.00
C -1.943 -1.834 1.573  -0.10
C -3.228 -2.222 1.712  0.00
N -3.979 -1.392 0.907  0.03
C -5.452 -1.354 0.850  -0.05
N -5.990 -0.411 1.757  -0.06
N -6.122 0.890 1.356  0.04
N -6.544 1.586 2.323  0.10
C -6.711 0.777 3.429  -0.22
C -7.177 1.083 4.712  0.01
C -7.251 0.041 5.605  -0.06
C -6.883 -1.271 5.239  -0.06
C -6.425 -1.585 3.980  -0.02
C -6.346 -0.520 3.079  -0.17
H -2.802 1.252 -0.793  0.06
H -4.477 1.060 -0.244  0.08
H -3.865 0.100 -1.603  0.11
H -1.052 -2.247 2.009  0.10
H -3.679 -2.994 2.309  0.14
H -5.815 -2.358 1.069  0.15
H -5.743 -1.079 -0.162  0.15
H -7.467 2.090 4.973  0.12
H -7.612 0.219 6.608  0.12
H -6.978 -2.058 5.975  0.11
H -6.176 -2.603 3.709  0.10
N 0.644 -5.220 2.296  0.20
C 0.321 -4.962 1.019  -0.65
O 0.264 -3.821 0.562  0.00
C 0.032 -6.170 0.162  -0.53
I 1.803 -6.796 -0.848  0.93
H 0.893 -4.460 2.906  0.12
H 0.687 -6.159 2.656  0.12
H -0.699 -5.902 -0.594  0.05
H -0.311 -7.031 0.727  0.05

---

Molecular formula: C42H48AsMoN3O4S
Method: DFT, ωB97M-V/def2-TZVPD

Output
* charge: +2
* relative energy (zero: lowest compared OMol25 entry of this formula, charge and spin): 56.29 kcal/mol
* HOMO (spin up / spin down): -13.89 / -13.89 eV

Last column: Löwdin charge in e.
CARTESIAN COORDINATES (ANGSTROEM)
Mo 0.346 0.111 -0.918  1.69
C 1.480 0.761 2.280  -0.05
N 0.214 0.123 1.906  -0.28
C -0.097 -0.918 2.901  -0.06
C -0.904 1.063 1.921  -0.18
C -0.664 2.223 1.011  -0.24
C -0.698 3.503 1.559  -0.01
C -0.682 4.630 0.759  -0.02
C -0.679 4.470 -0.621  -0.05
C -0.583 3.202 -1.156  -0.16
C -0.507 2.022 -0.378  -0.22
H 1.440 1.174 3.296  0.11
H 1.725 1.570 1.587  0.09
H 2.279 0.022 2.236  0.08
H -0.392 -0.458 3.852  0.11
H 0.780 -1.533 3.100  0.10
H -0.923 -1.546 2.563  0.10
H -1.118 1.432 2.934  0.13
H -1.789 0.508 1.584  0.14
H -0.776 3.611 2.631  0.13
H -0.704 5.615 1.199  0.13
H -0.733 5.328 -1.275  0.12
H -0.574 3.163 -2.240  0.02
C 4.668 -4.549 -5.014  -0.03
C 4.314 -3.744 -3.802  -0.25
C 4.105 -2.370 -3.902  -0.02
C 3.804 -1.614 -2.785  -0.05
C 3.698 -2.249 -1.551  -0.29
C 3.921 -3.613 -1.418  -0.04
C 4.228 -4.349 -2.549  -0.01
S 3.280 -1.302 -0.142  0.64
O 3.609 -2.017 1.050  -0.24
O 3.706 0.048 -0.346  -0.31
N 1.589 -1.209 -0.163  -0.33
C 0.931 -2.299 0.565  -0.17
C -0.563 -2.303 0.239  -0.53
O -1.328 -3.179 0.427  0.21
O -0.930 -1.111 -0.379  -0.23
H 4.265 -4.099 -5.920  0.08
H 4.301 -5.570 -4.933  0.09
H 5.752 -4.601 -5.124  0.10
H 4.193 -1.887 -4.866  0.12
H 3.683 -0.535 -2.859  0.10
H 3.886 -4.077 -0.446  0.12
H 4.419 -5.408 -2.456  0.13
H 1.049 -2.197 1.642  0.09
H 1.367 -3.267 0.297  0.14
C 5.645 2.514 -5.540  -0.02
C 4.275 2.202 -5.030  -0.23
C 3.233 1.898 -5.888  0.02
C 1.944 1.600 -5.446  -0.25
C 0.930 1.297 -6.515  -0.04
C 1.714 1.610 -4.066  -0.25
As 0.050 1.078 -3.228  1.37
N 0.431 -0.623 -2.687  -0.31
C 0.489 -1.818 -3.392  -0.34
C 0.501 -3.046 -2.735  0.00
C 0.484 -4.219 -3.469  -0.03
C 0.463 -4.176 -4.855  -0.03
C 0.472 -2.952 -5.513  -0.04
C 0.483 -1.778 -4.789  -0.02
C -1.565 1.245 -4.262  -0.26
C -2.484 0.186 -4.361  -0.25
C -2.507 -1.038 -3.490  -0.03
C -3.482 0.296 -5.324  0.01
C -3.627 1.415 -6.128  -0.23
C -4.688 1.486 -7.178  -0.02
C -2.779 2.497 -5.907  0.01
C -1.754 2.453 -4.980  -0.28
C -0.959 3.712 -4.760  -0.04
C 2.745 1.938 -3.166  -0.28
C 2.542 2.081 -1.687  -0.05
C 4.010 2.212 -3.659  0.02
H 5.694 2.440 -6.622  0.09
H 6.377 1.830 -5.114  0.10
H 5.938 3.522 -5.252  0.10
H 3.417 1.880 -6.955  0.13
H 1.319 0.531 -7.183  0.10
H 0.758 2.188 -7.119  0.11
H -0.037 0.969 -6.139  0.05
H 0.519 -3.091 -1.662  0.08
H 0.482 -5.168 -2.954  0.12
H 0.437 -5.094 -5.423  0.12
H 0.459 -2.915 -6.593  0.12
H 0.481 -0.824 -5.298  0.08
H -1.960 -0.917 -2.551  0.04
H -2.120 -1.915 -4.012  0.09
H -3.542 -1.253 -3.224  0.11
H -4.183 -0.522 -5.426  0.13
H -5.199 0.534 -7.294  0.09
H -4.253 1.766 -8.137  0.10
H -5.429 2.244 -6.926  0.10
H -2.931 3.409 -6.467  0.14
H -1.023 4.355 -5.635  0.10
H 0.101 3.542 -4.561  0.06
H -1.379 4.273 -3.921  0.09
H 2.016 1.182 -1.242  -0.01
H 1.964 2.969 -1.414  0.10
H 3.484 2.065 -1.144  0.09
H 4.804 2.454 -2.966  0.14

---

Molecular formula: C42H49BF6N8O9S3Zr
Method: DFT, ωB97M-V/def2-TZVPD

Output
* relative energy (zero: lowest compared OMol25 entry of this formula, charge and spin): 51.27 kcal/mol
* HOMO: -6.79 eV

Last column: Löwdin charge in e.
CARTESIAN COORDINATES (ANGSTROEM)
Zr 0.338 0.554 -1.370  1.80
O 0.447 1.003 -5.644  0.12
C 0.695 1.054 -4.464  -0.45
N -0.107 1.439 -3.406  0.01
C -1.340 1.980 -3.715  -0.44
O -1.778 2.288 -4.798  0.12
C -2.142 2.315 -2.486  -0.18
C -3.451 2.747 -2.608  0.02
C -4.132 3.113 -1.462  -0.04
C -3.459 3.095 -0.249  -0.05
C -2.145 2.662 -0.223  -0.13
N -1.507 2.242 -1.319  0.04
C 2.091 0.735 -4.000  -0.19
C 3.039 0.379 -4.936  0.01
C 4.356 0.291 -4.523  -0.03
C 4.661 0.619 -3.211  -0.03
C 3.640 0.951 -2.342  -0.13
N 2.354 0.978 -2.709  0.04
H -3.886 2.791 -3.596  0.13
H -5.169 3.421 -1.512  0.11
H -3.941 3.404 0.669  0.11
H -1.562 2.661 0.688  0.10
H 2.718 0.209 -5.953  0.13
H 5.136 -0.003 -5.213  0.12
H 5.679 0.608 -2.846  0.11
H 3.839 1.263 -1.330  0.09
F 5.603 0.212 -0.114  0.14
C 4.973 -0.321 0.932  -0.67
F 4.758 0.643 1.834  0.13
F 5.745 -1.256 1.470  0.16
S 3.333 -1.038 0.494  0.62
O 2.484 0.115 0.216  -0.37
O 3.006 -1.848 1.623  -0.25
N 3.732 -1.800 -0.833  -0.26
S 2.638 -2.212 -1.875  0.63
O 1.364 -1.519 -1.607  -0.47
O 3.105 -2.178 -3.221  -0.23
C 2.390 -4.035 -1.587  -0.70
F 3.342 -4.659 -2.284  0.14
F 1.206 -4.400 -2.054  0.14
F 2.533 -4.363 -0.316  0.12
O -0.297 0.131 0.675  -0.17
C -0.460 0.318 1.896  -0.42
C 0.684 0.268 2.862  -0.07
C 0.536 -0.816 3.937  -0.16
C -0.329 -0.413 5.127  -0.20
C -1.801 -0.207 4.784  -0.18
C -2.018 0.886 3.744  -0.15
N -1.688 0.476 2.383  0.13
H 0.784 1.261 3.314  0.12
H 1.573 0.086 2.276  0.08
H 1.539 -1.057 4.292  0.12
H 0.145 -1.725 3.472  0.09
H 0.063 0.518 5.554  0.11
H -0.245 -1.173 5.908  0.11
H -2.352 0.065 5.688  0.11
H -2.236 -1.137 4.406  0.09
H -1.429 1.770 4.005  0.13
H -3.064 1.189 3.722  0.12
H -2.428 0.388 1.701  0.10
C -4.403 -2.560 0.550  -0.12
C -3.692 -3.267 -0.419  -0.09
C -2.747 -2.642 -1.210  -0.06
C -2.462 -1.276 -1.065  -0.33
C -3.213 -0.577 -0.122  -0.07
C -4.162 -1.202 0.682  -0.11
N -1.509 -0.619 -1.877  -0.09
C -1.680 -1.064 -3.236  -0.32
C -0.677 -1.613 -4.025  -0.05
C -0.930 -2.016 -5.332  -0.07
C -2.189 -1.872 -5.885  -0.09
C -3.201 -1.308 -5.114  -0.07
C -2.950 -0.920 -3.812  -0.04
H -5.150 -3.054 1.159  0.09
H -3.871 -4.327 -0.553  0.10
H -2.197 -3.217 -1.943  0.12
H -3.095 0.496 -0.081  0.07
H -4.740 -0.613 1.389  0.10
H 0.316 -1.758 -3.625  0.08
H -0.121 -2.437 -5.916  0.11
H -2.381 -2.185 -6.903  0.10
H -4.187 -1.156 -5.535  0.10
H -3.745 -0.490 -3.212  0.12
S -0.122 -3.069 0.689  0.80
C -0.833 -3.926 1.929  -0.81
N -0.496 -5.202 2.220  0.01
C -1.136 -6.015 3.241  -0.18
C -1.607 -5.109 4.363  -0.17
C -2.513 -4.048 3.765  -0.18
N -1.792 -3.362 2.706  0.01
H 0.242 -5.580 1.651  0.12
H -0.420 -6.753 3.597  0.12
H -1.993 -6.553 2.819  0.12
H -0.742 -4.627 4.825  0.12
H -2.135 -5.680 5.127  0.12
H -2.803 -3.315 4.520  0.11
H -3.430 -4.509 3.378  0.12
H -2.181 -2.517 2.315  0.09
C 2.213 3.770 2.657  -0.01
C 1.465 4.145 1.385  -0.45
C 0.502 5.283 1.685  -0.01
O 0.671 3.000 0.998  0.03
B 1.058 2.535 -0.255  -0.58
O 2.078 3.317 -0.760  0.05
C 2.405 4.394 0.140  -0.46
C 3.893 4.284 0.441  -0.01
C 2.133 5.696 -0.599  -0.01
H 1.492 3.595 3.458  0.08
H 2.880 4.571 2.978  0.09
H 2.797 2.859 2.520  0.09
H -0.138 4.995 2.521  0.09
H -0.136 5.502 0.829  0.09
H 1.033 6.195 1.965  0.09
H 4.144 3.319 0.881  0.08
H 4.227 5.075 1.116  0.09
H 4.444 4.382 -0.495  0.09
H 1.105 5.741 -0.955  0.09
H 2.788 5.748 -1.469  0.09
H 2.329 6.567 0.029  0.09

---

Summary of maximum force in eV/Å
1.3; 0.8; 1.3; 0.8
(order as listed above)